# C4H12NS2

An isolated ion of composition C4H12NS2 and charge +1 in a non-equilibrium geometry (ωB97M-V with the def2-TZVPD basis set, OMol25).

Element x y z (Å)
S -1.298 -1.931 -0.711
S -1.636 -0.139 0.452
N 1.497 0.042 1.294
C -3.156 -2.327 -0.491
C 1.190 0.562 -0.160
C -0.295 0.880 -0.181
C 2.079 1.768 -0.464
H 3.071 1.511 -0.108
H 2.480 -0.379 1.177
H 1.356 0.728 2.022
H 2.086 1.993 -1.523
H 1.671 2.620 0.096
H -0.438 1.210 -1.199
H -3.850 -1.536 -0.792
H 1.410 -0.284 -0.827
H -3.168 -2.551 0.589
H 0.829 -0.730 1.477
H -3.380 -3.231 -1.069
H -0.448 1.795 0.419

Output
- LUMO energy: -3.46 eV
- 2S+1: 1
- ΔE to the lowest compared entry with this formula, charge and spin: 66.79 kJ/mol
- Largest force on an atom: 3.3 eV Å⁻¹
- Net charge: +1
- Structure (SMILES): CSSC[C@@H](C)[NH3+]
- Electronic energy: -27496.2906 eV
- HOMO: -12.0 eV